83
Properties=species:S:1:pos:R:3:forces:R:3 method="wB97M-V/def2-TZVPD" homo_lumo_gap_ev="7.8 / 7.3" e_lumo_ev="-0.76 / -0.76" spin_multiplicity=2 s_squared=0.770 total_charge=0 e_homo_ev="-8.6 / -8.1"
Mn -0.24949 -0.13661 0.66785 0.0365 -0.0037 -0.2365
O 2.75844 0.96804 5.48976 0.0409 0.0010 -0.0770
C 1.46925 0.90669 5.78030 -0.0421 0.0339 -0.0131
O 1.04653 1.06722 6.89850 0.0093 -0.0161 -0.0038
C 0.53760 0.63475 4.65108 0.0392 -0.0039 -0.0149
C -0.83379 0.54883 4.77535 -0.0145 0.0245 -0.0105
N -1.33208 0.30713 3.54728 0.0010 0.0327 0.0440
N -0.36362 0.23836 2.64063 -0.0360 -0.0532 0.1442
C 0.77531 0.42744 3.27723 -0.0090 0.0008 0.0025
C 1.98147 0.37941 2.40058 0.0278 0.0121 0.0466
O 3.10458 0.52012 2.88210 -0.0119 0.0272 0.0163
O 1.70382 0.17873 1.16516 0.0131 -0.0035 -0.0051
H 2.94746 0.82125 4.51900 -0.0259 -0.0338 0.0535
H -1.45616 0.64744 5.64783 -0.0017 -0.0015 0.0004
H -2.28458 0.19144 3.22001 -0.0040 -0.0133 -0.0140
C 1.53760 1.87211 -1.32313 -0.0628 -0.0166 -0.0322
C 1.84628 0.40865 -1.70308 0.0123 0.0829 0.0562
P 0.30211 -0.55612 -1.57634 -0.0229 -0.1375 -0.0702
C 0.72226 -2.27410 -2.01862 0.1215 0.1010 -0.1616
C -0.21422 -3.26354 -1.72890 -0.1588 -0.0211 -0.0374
C 0.06137 -4.59553 -1.99157 -0.0208 0.0474 0.0181
C 1.28135 -4.95394 -2.54764 0.0650 0.0103 -0.0225
C 2.21412 -3.97378 -2.85667 -0.0225 -0.0697 0.0241
C 1.93551 -2.63891 -2.59742 -0.0149 0.0039 0.1108
C -0.67819 0.01642 -3.00601 -0.0784 -0.0513 0.0597
C -0.06744 0.37026 -4.20704 0.0234 0.0103 -0.0161
C -0.82849 0.80371 -5.28111 -0.0020 0.0088 -0.0076
C -2.21029 0.88034 -5.16617 -0.0087 -0.0114 0.0149
C -2.82587 0.52126 -3.97673 -0.0049 -0.0030 -0.0227
C -2.06489 0.09108 -2.89919 0.0211 0.0301 0.0080
P 0.05620 2.03300 -0.20752 0.0444 0.0849 0.0654
C -1.25211 2.86046 -1.18802 0.0043 0.0121 0.0165
C -1.10592 3.34717 -2.48260 -0.0251 0.0035 0.0062
C -2.16640 3.96730 -3.12840 0.0068 0.0071 0.0079
C -3.38481 4.11583 -2.48496 -0.0047 -0.0073 -0.0021
C -3.53991 3.63914 -1.19069 0.0009 0.0005 -0.0053
C -2.48293 3.01409 -0.54990 0.0059 -0.0007 0.0133
C 0.52232 3.39230 0.92492 0.0119 -0.0140 -0.0086
C -0.05813 3.44163 2.18942 -0.0203 -0.0203 -0.0039
C 0.24621 4.47103 3.06914 -0.0028 0.0005 -0.0006
C 1.13362 5.46590 2.69024 0.0035 -0.0007 -0.0006
C 1.70284 5.43740 1.42433 0.0002 -0.0023 0.0024
C 1.39667 4.40966 0.54653 -0.0007 -0.0085 0.0051
H 1.38402 2.47151 -2.21848 0.0377 -0.0040 -0.0155
H 2.39244 2.29478 -0.79780 -0.0193 -0.0206 0.0650
H 2.49986 -0.02572 -0.94775 0.0772 0.0389 -0.0113
H 2.35866 0.35965 -2.66307 -0.0854 -0.0360 -0.0573
H -1.16482 -2.98829 -1.28101 0.0280 0.0156 -0.0097
H -0.66884 -5.35572 -1.74490 -0.0027 -0.0091 -0.0149
H 1.50687 -5.99555 -2.73434 0.0015 -0.0004 0.0093
H 3.16515 -4.24927 -3.29386 0.0011 -0.0019 0.0009
H 2.68101 -1.88950 -2.82988 0.0025 0.0266 -0.0056
H 1.00902 0.31487 -4.31310 0.0036 -0.0265 -0.0081
H -0.34281 1.08006 -6.20840 -0.0013 0.0000 -0.0006
H -2.80514 1.22199 -6.00377 0.0028 0.0028 -0.0009
H -3.90176 0.58831 -3.87927 -0.0001 -0.0017 0.0074
H -2.54534 -0.15589 -1.96143 -0.0043 -0.0121 -0.0036
H -0.17732 3.23527 -3.02131 0.0563 -0.0080 -0.0271
H -2.03648 4.32854 -4.14069 0.0004 -0.0007 0.0018
H -4.21214 4.59686 -2.99094 0.0005 0.0023 0.0018
H -4.48882 3.74420 -0.68071 0.0000 -0.0009 0.0005
H -2.62246 2.62111 0.44924 0.0018 0.0090 -0.0065
H -0.75711 2.67085 2.48895 0.0068 0.0159 -0.0058
H -0.20371 4.48817 4.05353 -0.0007 -0.0004 -0.0003
H 1.38122 6.26337 3.37850 -0.0002 0.0001 0.0001
H 2.38841 6.21767 1.12000 0.0002 -0.0012 -0.0004
H 1.84186 4.41032 -0.44065 0.0027 -0.0017 -0.0052
N -0.09976 -6.98417 2.65976 -0.0194 -0.0174 0.0127
C 0.71843 -6.35974 1.79906 -0.0015 -0.0094 0.0191
S 1.88654 -7.15586 0.96152 -0.0260 0.0224 -0.0364
C 0.47129 -4.89503 1.63500 0.0008 0.0211 -0.0040
C -0.77716 -4.32401 1.85556 -0.0787 -0.0076 -0.0400
C -0.96291 -2.97192 1.62829 0.0265 0.0310 -0.0359
N 0.01608 -2.16688 1.20923 0.0717 -0.0296 0.1169
C 1.22922 -2.71039 1.03375 -0.0055 -0.0213 0.0084
C 1.49285 -4.05199 1.22253 0.0379 0.0106 0.0450
H 0.03136 -7.97060 2.80774 -0.0008 -0.0011 0.0093
H -0.73207 -6.48456 3.26008 0.0297 0.0341 0.0110
H -1.63995 -4.90746 2.14893 0.0320 -0.0463 -0.0048
H -1.93519 -2.51251 1.74574 0.0020 0.0017 0.0056
H 2.01074 -2.03589 0.71281 0.0078 0.0036 0.0165
H 2.48111 -4.44687 1.03679 0.0021 0.0029 -0.0074
Br -2.75592 -0.27274 0.64885 -0.0816 -0.0227 0.0199